Entry 1:
ORCA calculation (wB97M-V/def2-TZVPD) on C16H45N4O5Pb as an isolated structure at a distorted geometry.

As for the charge: +1. The value obtained for the maximum force is 1.60 eV/Å. For the HOMO energy, the calculation gives -11.2 eV. The calculation puts the lowest unoccupied orbital energy at -1.899 eV. As for the spin multiplicity: 1. The value obtained for the molar mass is 580.759 g mol⁻¹.

Last column: Löwdin charge in e.
Atoms and positions in Å:
1 Pb 0.4240 -0.2231 -0.1686  1.52
2 O 0.2950 -0.8507 -2.3713  -0.51
3 H 0.3369 -0.8561 -3.3247  -0.04
4 C 5.1774 -1.9542 0.5983  -0.05
5 C 3.6694 -1.7267 0.7570  -0.42
6 C 3.3088 -1.3017 2.1593  -0.21
7 O 1.9489 -0.9697 2.2420  -0.29
8 C 1.4071 -1.2025 3.5251  -0.08
9 N 3.0921 -0.8665 -0.2980  -0.01
10 H 5.5676 -2.6851 1.3054  0.09
11 H 5.7125 -1.0103 0.7843  0.09
12 H 5.4361 -2.2500 -0.4169  0.08
13 H 3.2652 -2.7387 0.6136  0.14
14 H 3.9275 -0.4331 2.4485  0.14
15 H 3.5749 -2.1205 2.8356  0.14
16 H 2.0548 -0.7563 4.2887  0.10
17 H 1.2990 -2.2694 3.7289  0.10
18 H 0.4520 -0.6854 3.5613  0.08
19 H 3.1876 -1.3577 -1.1888  0.08
20 H 3.7323 -0.0803 -0.4513  0.09
21 C 2.1872 4.0068 1.8429  -0.06
22 C 1.5652 2.6306 1.5453  -0.41
23 C 0.1050 2.7206 1.9264  -0.19
24 O -0.5301 1.4472 1.7911  -0.35
25 C -1.7624 1.3483 2.4761  -0.09
26 N 1.6839 2.2987 0.1032  -0.01
27 H 1.7573 4.8282 1.2686  0.09
28 H 3.2552 3.9589 1.6138  0.08
29 H 2.1123 4.2758 2.9003  0.08
30 H 2.1024 1.8755 2.1177  0.14
31 H -0.4571 3.4315 1.3140  0.13
32 H 0.0627 3.0048 2.9841  0.13
33 H -2.5712 1.8095 1.9002  0.09
34 H -1.6881 1.8063 3.4659  0.10
35 H -1.9939 0.2902 2.5944  0.08
36 H 1.4734 3.1320 -0.4432  0.09
37 H 2.6563 2.1043 -0.1279  0.07
38 C -2.6753 3.1026 -1.0480  -0.05
39 C -2.3907 1.8676 -1.8824  -0.42
40 C -2.8214 2.0599 -3.3161  -0.23
41 O -2.9898 0.7950 -3.9014  -0.18
42 C -3.4616 0.8654 -5.2136  -0.12
43 N -0.9512 1.5563 -1.7678  -0.01
44 H -2.2996 2.9813 -0.0329  0.04
45 H -3.7246 3.3886 -0.9674  0.09
46 H -2.1375 3.9515 -1.4894  0.09
47 H -2.9527 1.0090 -1.5058  0.13
48 H -2.0910 2.6548 -3.8946  0.14
49 H -3.7561 2.6482 -3.3597  0.13
50 H -2.8032 1.4881 -5.8384  0.09
51 H -4.4669 1.3031 -5.2892  0.09
52 H -3.4924 -0.1404 -5.6217  0.09
53 H -0.7199 0.7554 -2.3903  0.02
54 H -0.4294 2.3153 -2.2119  0.09
55 C -3.3360 -3.1788 0.9500  -0.04
56 C -1.9630 -2.5447 0.7135  -0.42
57 C -1.0779 -3.4866 -0.0370  -0.22
58 O 0.1525 -2.8532 -0.2606  -0.32
59 C 0.9851 -3.6170 -1.0780  -0.12
60 N -2.0211 -1.2427 -0.0215  -0.01
61 H -3.2064 -4.2212 1.2497  0.09
62 H -3.9048 -3.1325 0.0204  0.09
63 H -3.8866 -2.6840 1.7474  0.08
64 H -1.4742 -2.3673 1.6822  0.14
65 H -1.5624 -3.7503 -0.9916  0.15
66 H -0.9719 -4.4270 0.5170  0.14
67 H 0.4818 -3.9549 -1.9914  0.10
68 H 1.3445 -4.5259 -0.5737  0.10
69 H 1.8411 -3.0514 -1.4267  0.07
70 H -2.8303 -0.7344 0.3285  0.08
71 H -2.2339 -1.4610 -0.9992  0.10

Entry 2:
ORCA calculation (wB97M-V/def2-TZVPD) on a 2-piece molecular cluster, C4H10O overall at a distorted geometry.

As for the charge: 0. The value obtained for the maximum force is 2.34 eV/Å. Its relative energy (zero: lowest compared OMol25 entry of this formula, charge and spin) is 116.8 kJ/mol. For the HOMO energy, the calculation gives -9.5 eV. The structure (SMILES) is C=CCC.O. The calculation puts the lowest unoccupied orbital energy at 0.864 eV. As for the spin multiplicity: 1. The value obtained for the molar mass is 74.123 g mol⁻¹.

Last column: natural (NBO) charge in e.
Atoms and positions in Å:
1 C -0.5005 -0.4015 1.1962  -0.42
2 C -0.9767 0.7243 0.5960  -0.17
3 C -0.0095 1.9071 0.2943  -0.43
4 C 0.3050 1.8840 -1.1833  -0.60
5 H -1.0541 -1.3237 1.4068  0.21
6 H 0.5704 -0.3858 1.4291  0.18
7 H -2.0365 0.6960 0.3104  0.20
8 H -0.4922 2.8599 0.5852  0.21
9 H 0.9404 1.8255 0.8569  0.21
10 H 0.9022 0.9710 -1.3455  0.21
11 H 0.9475 2.7618 -1.3656  0.20
12 H -0.5231 1.8968 -1.9118  0.21
13 O 0.3190 -4.4197 -0.5213  -0.94
14 H 0.5933 -5.2363 -0.0457  0.47
15 H 1.0147 -3.7593 -0.3018  0.47

Entry 3:
ORCA calculation (wB97M-V/def2-TZVPD) on C31H32BiF5N7O2SiTe as an isolated structure at a distorted geometry.

As for the charge: +1. The value obtained for the maximum force is 3.21 eV/Å. Its relative energy (zero: lowest compared OMol25 entry of this formula, charge and spin) is 0.0 kJ/mol. For the HOMO energy, the calculation gives -11.0 eV. The calculation puts the lowest unoccupied orbital energy at -4.260 eV. As for the spin multiplicity: 1. The value obtained for the molar mass is 994.300 g mol⁻¹.

Last column: Löwdin charge in e.
Atoms and positions in Å:
1 Bi 1.2448 -0.9251 0.2318  1.91
2 N 0.5472 4.0018 0.7406  0.13
3 C 0.6001 2.7395 0.3030  -0.14
4 N 0.8513 1.7431 1.1134  0.06
5 C 1.2349 2.0241 2.4195  -0.24
6 N 1.8300 1.1136 3.2122  0.08
7 N 2.1300 -0.0080 2.5171  -0.10
8 C 2.7102 -0.9917 3.1367  -0.09
9 C 3.1424 -2.1957 2.4838  -0.20
10 C 3.6917 -3.3581 3.1717  0.02
11 C 4.1222 -4.4626 2.4466  -0.02
12 C 4.0117 -4.4202 1.0184  -0.05
13 C 3.3574 -3.3132 0.3743  -0.17
14 N 2.9339 -2.2495 1.1122  -0.10
15 C 1.0458 3.3539 2.9593  -0.08
16 C 1.0230 3.6323 4.3839  0.03
17 C 0.7155 4.9396 4.8202  -0.05
18 C 0.3235 5.8894 3.8883  -0.08
19 C 0.3154 5.6445 2.5625  -0.02
20 C 0.7098 4.3865 2.0897  -0.16
21 H 0.2583 4.7494 0.0716  0.18
22 H 0.5458 2.5980 -0.7560  0.08
23 H 2.7549 -0.9154 4.2165  0.13
24 H 3.7460 -3.3063 4.2420  0.11
25 H 4.5658 -5.3059 2.9778  0.12
26 H 4.3579 -5.2448 0.3827  0.11
27 H 3.2900 -3.1276 -0.7293  0.12
28 H 1.2668 2.8092 5.0452  0.11
29 H 0.7662 5.2172 5.8960  0.13
30 H -0.0197 6.8625 4.2222  0.12
31 H 0.0793 6.3663 1.7413  0.14
32 F -0.6750 -5.2400 0.5175  -0.55
33 Te 0.9692 -5.4559 -0.6396  2.00
34 F -0.2681 -5.2889 -2.0736  -0.42
35 F 1.1034 -2.5181 -1.1605  -0.63
36 F 0.6161 -7.2744 -0.3533  -0.44
37 F 2.1694 -5.8764 -2.0765  -0.53
38 O -0.1858 -1.6707 1.5215  -0.40
39 C -1.9522 -1.1853 3.1483  0.01
40 C -1.5909 -1.5676 1.6557  -0.71
41 N -2.1824 -2.6886 1.0819  0.11
42 O -1.9464 -0.4121 0.8152  -0.22
43 H -3.0002 -1.4371 3.4701  0.08
44 H -1.8608 -0.0843 3.2811  0.08
45 H -1.1947 -1.7006 3.8194  0.09
46 H -3.1534 -2.8194 1.3104  0.10
47 H -1.5734 -3.5200 1.0359  0.07
48 C -4.5865 0.4717 1.5777  -0.17
49 Si -3.4097 0.0979 0.1878  0.49
50 C -3.8952 -1.2266 -1.0663  -0.14
51 C -3.1620 1.6933 -0.8412  -0.22
52 C -2.1319 1.6809 -1.7809  -0.12
53 C -2.1053 2.5982 -2.8883  -0.07
54 C -3.0435 3.6148 -2.9083  -0.10
55 C -3.9221 3.7775 -1.8534  -0.10
56 C -3.9807 2.8538 -0.8200  -0.08
57 H -5.5071 0.9602 1.2152  0.04
58 H -4.1350 1.2519 2.2475  0.06
59 H -4.9120 -0.4184 2.1230  0.03
60 H -3.4699 -0.9057 -2.0754  0.05
61 H -4.9670 -1.4621 -1.1626  0.04
62 H -3.3623 -2.1613 -0.8758  0.01
63 H -1.3848 0.8910 -1.7458  0.07
64 H -1.2893 2.5302 -3.5680  0.08
65 H -3.0208 4.4504 -3.6345  0.11
66 H -4.5148 4.6564 -1.8264  0.09
67 H -4.6692 2.9721 -0.0163  0.09
68 N 1.1112 0.8964 -2.1327  0.11
69 C 1.3230 0.5469 -3.2160  -0.14
70 C 1.6451 -0.0633 -4.4675  -0.21
71 C 1.9558 -1.4314 -4.3264  -0.01
72 C 2.4637 -2.0809 -5.4489  -0.07
73 C 2.8638 -1.4083 -6.5629  -0.07
74 C 2.4965 -0.0585 -6.7123  -0.06
75 C 1.8488 0.6414 -5.6924  -0.01
76 H 1.8379 -1.8696 -3.3500  0.09
77 H 2.6721 -3.1381 -5.3210  0.12
78 H 3.4558 -1.9778 -7.2930  0.12
79 H 2.7884 0.4290 -7.6733  0.12
80 H 1.5800 1.6805 -5.7401  0.11

Entry 4:
ORCA calculation (wB97M-V/def2-TZVPD) on one molecule with the formula C6H6S2 at a distorted geometry.

As for the charge: 0. The value obtained for the maximum force is 4.13 eV/Å. Its relative energy (zero: lowest compared OMol25 entry of this formula, charge and spin) is 157.8 kJ/mol. For the HOMO energy, the calculation gives -8.4 eV. The structure (SMILES) is S=C1C=CCSC=C1. The calculation puts the lowest unoccupied orbital energy at -0.659 eV. As for the spin multiplicity: 1. The value obtained for the molar mass is 142.248 g mol⁻¹.

Last column: natural (NBO) charge in e.
Atoms and positions in Å:
1 S -2.9259 -0.3729 0.3956  0.09
2 C -1.4594 -0.4075 -0.1147  -0.19
3 C -0.9983 0.8925 -0.6608  -0.24
4 C 0.1215 1.4661 -0.2700  -0.17
5 C 1.2755 0.9915 0.5954  -0.58
6 S 2.1163 -0.6088 0.1096  0.31
7 C 0.8141 -1.7376 -0.1450  -0.32
8 C -0.5981 -1.6744 -0.2211  -0.31
9 H -1.7994 1.5816 -0.9232  0.24
10 H 0.2412 2.4470 -0.6833  0.21
11 H 1.0852 0.8092 1.6679  0.24
12 H 2.1415 1.8568 0.7606  0.25
13 H 1.2684 -2.6626 -0.3780  0.23
14 H -1.2826 -2.5809 -0.1330  0.25

Entry 5:
ORCA calculation (wB97M-V/def2-TZVPD) on one molecule with the formula C4H3N3OS at a distorted geometry.

As for the charge: 0. The value obtained for the maximum force is 1.78 eV/Å. Its relative energy (zero: lowest compared OMol25 entry of this formula, charge and spin) is 570.5 kJ/mol. For the HOMO energy (alpha / beta), the calculation gives -9.7 / -8.8 eV. The calculation puts the lowest unoccupied orbital energy (alpha / beta) at -0.623 / -1.615 eV. As for the spin multiplicity: 1. The value obtained for the molar mass is 141.155 g mol⁻¹.

Last column: natural (NBO) charge in e.
Atoms and positions in Å:
1 C -1.8007 -1.3181 -0.5974  -0.13
2 C 0.1746 -0.6326 0.0634  -0.06
3 C 0.2221 -1.9209 0.5405  -0.08
4 C 1.2314 0.3903 0.2557  -0.29
5 N -1.0020 -0.3109 -0.5406  -0.41
6 N 2.5586 -0.0088 -0.2650  -0.19
7 N 2.9481 -1.1225 -0.3161  0.38
8 O 2.6809 -2.2646 -0.0833  -0.29
9 S -1.1869 -2.7835 0.1101  0.38
10 H -2.7871 -1.2770 -1.0123  0.22
11 H 0.9612 1.3183 -0.2510  0.24
12 H 1.3846 0.5848 1.3238  0.23

> Among the records above, which one has the highest maximum force?

C6H6S2